Record 1
{"formula": "C24H28N2O10S", "method": "ωB97M-V/def2-TZVPD", "elements": ["C", "O", "C", "C", "C", "C", "O", "N", "C", "C", "C", "S", "C", "C", "O", "O", "C", "C", "C", "C", "N", "O", "O", "C", "C", "C", "O", "C", "O", "C", "C", "C", "O", "C", "C", "O", "C", "H", "H", "H", "H", "H", "H", "H", "H", "H", "H", "H", "H", "H", "H", "H", "H", "H", "H", "H", "H", "H", "H", "H", "H", "H", "H", "H", "H"], "positions_angstrom": [[-3.63875, 3.67650, -1.94417], [-2.66602, 3.18727, -2.83454], [-1.89588, 2.13756, -2.43904], [-2.01211, 1.49570, -1.21973], [-1.17156, 0.42708, -0.91987], [-1.25742, -0.30062, 0.37033], [-0.99615, -1.48844, 0.48824], [-1.65497, 0.46885, 1.41028], [-1.65927, 0.01108, 2.77442], [-2.40493, 0.98984, 3.68781], [-1.69793, 2.32640, 3.88780], [-1.67133, 3.40232, 2.39725], [0.09795, 3.37400, 1.98013], [-0.25061, -0.26167, 3.32074], [-0.04463, -0.69934, 4.41968], [0.69001, 0.06455, 2.43537], [2.00642, -0.46636, 2.61796], [2.23440, -1.46775, 1.51912], [3.12888, -1.24643, 0.49583], [3.23366, -2.16382, -0.54783], [4.17594, -1.93201, -1.59894], [4.21055, -2.72713, -2.51731], [4.88163, -0.94512, -1.52108], [2.42410, -3.29442, -0.58938], [1.51780, -3.52460, 0.42282], [1.42146, -2.61739, 1.48864], [0.58901, -2.81968, 2.51873], [-0.36353, -3.85344, 2.34458], [0.17488, -4.99078, 1.77078], [0.61798, -4.72921, 0.45158], [-0.22019, 0.01704, -1.84116], [-0.07506, 0.66068, -3.06546], [0.86944, 0.29074, -3.98765], [1.88251, -0.59890, -3.58670], [-0.92333, 1.73346, -3.38233], [-0.94442, 2.47157, -4.52084], [-0.07346, 2.20569, -5.59692], [-4.10382, 4.51751, -2.45565], [-3.19303, 4.02549, -1.00636], [-4.40206, 2.92243, -1.72493], [-2.77749, 1.79485, -0.52328], [-1.74571, 1.46858, 1.27701], [-2.16123, -0.96703, 2.80946], [-2.50483, 0.51764, 4.66722], [-3.40357, 1.16197, 3.28246], [-0.66473, 2.18533, 4.19866], [-2.22250, 2.89869, 4.65302], [0.20514, 3.93184, 1.05524], [0.65835, 3.86197, 2.77277], [0.43065, 2.34997, 1.83772], [2.05844, -0.93638, 3.60624], [2.71220, 0.36428, 2.54989], [3.75665, -0.36814, 0.48507], [2.51972, -3.98305, -1.41532], [-1.18665, -3.44530, 1.73414], [-0.70888, -4.11513, 3.34752], [-0.24641, -4.55644, -0.20879], [1.14555, -5.62715, 0.12450], [0.40647, -0.81848, -1.57461], [2.41144, -0.21553, -2.70909], [1.49159, -1.59914, -3.37662], [2.57260, -0.65715, -4.42679], [-0.36082, 2.91847, -6.36992], [0.97129, 2.36785, -5.32386], [-0.19338, 1.18882, -5.97483]], "forces_ev_per_angstrom": [[-0.1462, 0.0632, 0.1398], [0.2741, -0.2507, -0.1249], [0.1713, 0.0572, -0.2132], [-0.0088, -0.0138, 0.0128], [0.1319, 0.0730, -0.5407], [-0.2157, 0.1106, 0.1463], [0.0533, -0.1327, -0.0036], [-0.1794, 0.0840, 0.0487], [-0.0392, -0.3607, -0.0329], [0.2392, -0.0410, -0.0194], [-0.2082, 0.2500, -0.3266], [0.1228, 0.1967, 0.1762], [-0.3863, -0.0090, 0.1856], [-0.3750, -0.0026, 0.2034], [-0.0797, 0.0577, 0.0632], [0.0833, 0.2245, -0.2219], [0.2987, -0.3741, 0.2029], [-0.3318, -0.1157, 0.1538], [0.0993, -0.1629, -0.2195], [-0.8456, -0.2023, 0.8845], [0.3402, 0.1338, -0.3312], [0.0536, -0.1492, -0.2841], [0.1908, 0.1890, -0.0624], [0.1613, 0.2508, -0.0052], [-0.0982, 0.0717, 0.4291], [0.5578, 0.0212, -0.5288], [0.3182, 0.1448, 0.0796], [-0.8563, -0.0807, 0.1327], [0.2081, -0.0670, 0.1018], [-0.1016, -0.0487, -0.3440], [-0.0622, -0.0584, 0.1745], [0.0165, 0.0931, -0.0808], [-0.4973, 0.3258, 0.0815], [0.2181, -0.1897, 0.0590], [-0.1653, 0.1522, -0.0323], [-0.1110, -0.1291, 0.4649], [0.2715, -0.0112, -0.4697], [-0.0020, -0.0474, 0.0754], [-0.0089, -0.0360, -0.0238], [0.0392, 0.0193, 0.0104], [-0.0972, 0.0722, 0.0685], [0.0182, -0.0957, -0.0488], [0.1066, 0.1668, 0.0529], [-0.0456, -0.0181, -0.0513], [-0.0211, -0.0859, 0.0312], [0.0454, 0.0275, 0.1429], [0.1298, -0.0603, 0.0580], [0.0556, 0.0442, -0.0772], [0.1193, 0.0053, -0.0233], [0.0920, -0.0195, -0.0607], [0.0624, 0.1636, -0.1552], [-0.0814, -0.1083, 0.0309], [0.0090, 0.0590, 0.0229], [0.0215, -0.0627, -0.0414], [0.2506, -0.0830, 0.1056], [0.1040, 0.0630, -0.1833], [0.0912, -0.0894, 0.0827], [-0.0493, 0.1105, -0.0284], [0.0994, -0.1135, -0.0090], [0.0003, -0.0349, -0.0016], [0.0114, 0.0365, 0.0159], [-0.0047, -0.0405, 0.0918], [0.0322, -0.0553, 0.0381], [-0.0926, -0.0171, -0.0365], [0.0125, 0.0998, 0.0138]], "homo_ev": -8.1, "multiplicity": 1, "e_above_lowest_ev": 0.009, "gap_ha": 0.2802, "total_charge": 0}

=====

Record 2
{"formula": "C38H53ClN4PReSi", "method": "ωB97M-V/def2-TZVPD", "elements": ["Re", "C", "C", "N", "C", "C", "C", "C", "C", "C", "C", "N", "C", "C", "N", "N", "H", "H", "H", "H", "H", "H", "H", "H", "H", "H", "H", "H", "H", "H", "H", "H", "H", "H", "Cl", "C", "C", "C", "C", "C", "C", "P", "C", "C", "C", "C", "C", "C", "C", "C", "C", "C", "C", "C", "H", "H", "H", "H", "H", "H", "H", "H", "H", "H", "H", "H", "H", "H", "C", "Si", "C", "C", "C", "C", "C", "C", "C", "C", "H", "H", "H", "H", "H", "H", "H", "H", "H", "H", "H", "H", "H", "H", "H", "H", "H", "H", "H", "H", "H"], "positions_angstrom": [[0.22279, 1.04078, 1.69683], [-1.94736, 2.91020, 0.94245], [-2.52255, 1.52313, 1.11697], [-1.85438, 0.86797, 2.29086], [-2.21426, -0.56622, 2.43860], [-1.41290, -1.37890, 1.46479], [-1.79355, -2.59939, 0.97264], [-0.95438, -3.25162, 0.06869], [0.20505, -2.63141, -0.37955], [0.53145, -1.38826, 0.11126], [1.69183, -0.56592, -0.36983], [1.43874, 0.86918, -0.06664], [0.48592, 1.51432, -1.03426], [0.13541, 2.90298, -0.55622], [-0.44054, 2.85619, 0.83993], [-0.22868, -0.81872, 1.08525], [-2.18616, 3.52721, 1.81045], [-2.37081, 3.39538, 0.06405], [-2.33575, 0.90326, 0.23266], [-3.60461, 1.55633, 1.25512], [-2.12971, 1.36128, 3.13932], [-3.28394, -0.72912, 2.29768], [-1.96638, -0.86415, 3.45851], [-2.73203, -3.04362, 1.27633], [-1.23488, -4.21949, -0.32678], [0.82253, -3.09598, -1.13359], [1.84526, -0.72098, -1.44130], [2.60629, -0.85954, 0.14952], [2.32593, 1.36970, -0.09395], [-0.38857, 0.85808, -1.11821], [0.91329, 1.55438, -2.04013], [-0.57344, 3.37144, -1.23593], [1.03084, 3.52675, -0.51988], [-0.07393, 3.65999, 1.35181], [-2.56150, 2.19602, -2.48575], [-3.09803, 1.30114, -3.91158], [-3.93371, 1.97835, -4.78097], [-4.37354, 1.32133, -5.91923], [-3.97314, 0.01602, -6.16521], [-3.13228, -0.63384, -5.27749], [-2.66803, -0.00302, -4.12054], [-1.53648, -0.85653, -2.95821], [0.07347, -0.64014, -3.80654], [0.33368, 0.55269, -4.48438], [1.60465, 0.83268, -4.97311], [2.64018, -0.07530, -4.79709], [2.39219, -1.27338, -4.14071], [1.12271, -1.54842, -3.64490], [-2.00221, -2.60204, -3.18786], [-3.04488, -3.06192, -2.37895], [-3.51424, -4.36272, -2.49528], [-2.92593, -5.22899, -3.40879], [-1.89054, -4.78237, -4.21797], [-1.43623, -3.47279, -4.11801], [-4.23341, 2.99524, -4.57066], [-5.02956, 1.83252, -6.61046], [-4.31759, -0.49885, -7.05155], [-2.83291, -1.65315, -5.48239], [-0.46493, 1.26340, -4.66248], [1.77672, 1.75222, -5.51756], [3.62330, 0.13385, -5.19688], [3.17979, -2.00973, -4.04007], [0.94450, -2.50792, -3.17503], [-3.51553, -2.38268, -1.67356], [-4.34458, -4.69849, -1.88737], [-3.28667, -6.24451, -3.50271], [-1.44636, -5.44851, -4.94574], [-0.65826, -3.13069, -4.78876], [0.35577, 1.65469, 5.10287], [1.54141, 1.09969, 3.74779], [2.99122, 2.32044, 3.49334], [3.65897, 2.69545, 4.82098], [2.30455, 3.59172, 2.93343], [4.05279, 1.87838, 2.47935], [2.03215, -0.80509, 4.23694], [0.87363, -1.76825, 4.03128], [2.31640, -0.56627, 5.72009], [3.26843, -1.17286, 3.42386], [0.89160, 1.76147, 6.04662], [-0.45227, 0.93505, 5.25234], [-0.09048, 2.63165, 4.89591], [2.95440, 3.11448, 5.54097], [4.41539, 3.46043, 4.62299], [4.17482, 1.85455, 5.28253], [1.43767, 3.90843, 3.52165], [2.00405, 3.44406, 1.88349], [3.00854, 4.42851, 2.93791], [4.77621, 1.19171, 2.91035], [4.60974, 2.75358, 2.13483], [3.62561, 1.39061, 1.59587], [-0.05098, -1.40429, 4.48470], [1.11004, -2.70699, 4.54510], [0.72132, -2.01872, 2.98498], [1.41373, -0.41394, 6.30620], [3.03265, 0.23059, 5.91287], [2.78232, -1.48384, 6.10227], [3.11380, -1.06940, 2.34901], [3.50545, -2.22732, 3.60680], [4.14389, -0.60320, 3.72301]], "forces_ev_per_angstrom": [[-0.0317, 0.0212, -0.1588], [0.0003, 0.2303, 0.0318], [-0.0489, -0.2349, -0.0488], [0.0768, 0.1348, 0.0115], [-0.0235, 0.0029, 0.1232], [0.0898, 0.0009, -0.0139], [0.0427, -0.0837, 0.0242], [-0.0133, 0.0111, -0.0287], [0.0118, -0.0480, 0.0596], [-0.0145, -0.0001, 0.0755], [0.1229, 0.0226, 0.0049], [-0.0802, 0.1921, 0.1393], [0.1397, -0.1990, -0.3131], [-0.0013, 0.1785, 0.0505], [-0.2173, -0.5364, -0.2534], [-0.3259, 0.4879, -0.4340], [0.0067, 0.0133, -0.0054], [0.0121, -0.0005, -0.0065], [-0.0125, 0.0102, -0.0055], [0.0063, 0.0811, 0.0403], [0.0183, -0.0057, 0.0063], [-0.0037, 0.0231, -0.0467], [-0.0154, -0.0315, 0.0047], [0.0017, 0.0077, 0.0071], [0.0064, -0.0010, 0.0093], [0.0330, -0.0117, 0.0272], [-0.0207, 0.0131, -0.0125], [0.0009, -0.0283, -0.0070], [0.0018, -0.0049, 0.0176], [-0.0639, 0.0912, -0.0267], [0.0763, -0.0097, 0.0297], [0.0448, 0.0153, -0.0263], [-0.0148, 0.0210, 0.0507], [0.0463, -0.0781, 0.0607], [0.0125, -0.0129, 0.0579], [-0.0488, 0.0416, 0.0136], [0.0130, -0.0354, 0.0143], [-0.0040, 0.0135, -0.0029], [-0.0067, -0.0195, -0.0126], [0.0068, 0.0028, 0.0162], [-0.0297, -0.0186, -0.0115], [-0.1160, -0.0124, -0.0243], [0.0139, 0.0566, 0.0627], [0.0272, 0.0146, -0.0408], [-0.0303, -0.0079, 0.0083], [0.0003, 0.0206, -0.0005], [-0.0344, -0.0224, 0.0062], [0.0559, -0.0122, -0.0334], [0.0584, -0.0079, 0.0095], [-0.0096, -0.0465, 0.0242], [0.0134, 0.0241, -0.0105], [-0.0109, 0.0028, 0.0088], [0.0228, 0.0225, -0.0119], [-0.0205, -0.0312, -0.0015], [-0.0026, -0.0009, -0.0030], [-0.0015, -0.0014, 0.0024], [0.0032, 0.0027, -0.0013], [-0.0001, -0.0016, -0.0025], [-0.0034, -0.0048, 0.0104], [0.0054, -0.0020, 0.0029], [-0.0024, -0.0018, -0.0031], [0.0016, 0.0053, -0.0006], [-0.0229, -0.0048, -0.0119], [0.0020, 0.0069, -0.0089], [0.0029, -0.0001, 0.0004], [0.0026, 0.0009, 0.0020], [-0.0072, -0.0014, 0.0000], [0.0072, -0.0026, 0.0159], [-0.2799, 0.5054, -0.4647], [0.8451, -1.0432, 1.5187], [-0.4426, 0.3124, -0.3894], [0.0078, -0.0514, 0.0540], [0.0582, 0.0115, 0.0200], [0.0183, 0.0219, 0.0252], [-0.6103, 1.7071, -1.0837], [0.3595, -0.3969, 0.4841], [0.3234, -0.8102, 0.0854], [-0.0332, -0.6976, 0.4130], [0.0637, -0.0380, -0.0229], [0.0463, -0.0295, 0.0434], [-0.0518, -0.0273, 0.0508], [0.0029, -0.0209, 0.0123], [-0.0247, 0.0141, 0.0001], [0.0149, 0.0048, -0.0069], [0.0098, 0.0067, 0.0021], [0.0323, 0.0006, 0.0153], [-0.0137, -0.0018, -0.0560], [0.0013, -0.0183, -0.0086], [0.0019, -0.0075, 0.0116], [0.0069, -0.0012, 0.0054], [-0.0163, 0.0260, -0.0582], [-0.0302, -0.0081, -0.0258], [-0.0193, -0.0004, -0.0487], [-0.0025, 0.0500, -0.0138], [-0.0672, 0.0760, -0.0074], [-0.0046, 0.0205, 0.0328], [0.0080, 0.0594, -0.0110], [0.0558, 0.0265, 0.0078], [-0.0088, 0.0579, -0.0458]], "homo_ev": [-15.1, -15.1], "multiplicity": 2, "gap_ha": [0.1656, 0.1767], "total_charge": 3}

=====

Record 3
{"formula": "C2H3CeO2", "method": "ωB97M-V/def2-TZVPD", "elements": ["O", "Ce", "O", "C", "C", "H", "H", "H"], "positions_angstrom": [[-0.65329, 0.78861, 1.53695], [-0.57116, 2.11947, -0.50719], [-1.84368, 1.32803, 1.15512], [0.53015, -0.89892, 0.09037], [0.69113, 0.03378, -0.93413], [1.35749, -1.53710, 0.43927], [-0.43036, -1.43717, 0.13960], [0.91973, -0.39670, -1.91998]], "forces_ev_per_angstrom": [[2.4884, 0.2201, -1.3412], [-1.2350, -2.3537, 3.9869], [-0.6331, 1.4629, -2.5165], [-0.7221, -0.2880, -1.7182], [-0.4355, -0.6480, 0.2607], [-0.0190, 0.7660, 0.5910], [0.0919, 0.6205, 0.5915], [0.4643, 0.2202, 0.1459]], "homo_ev": [-11.5, -12.3], "multiplicity": 3, "e_above_lowest_ev": 2.936, "gap_ha": [0.2239, 0.2467], "total_charge": 1}